{"formula": "C23H30N5O3S6Tm", "method": "the ωB97M-V functional and the def2-TZVPD basis", "elements": ["Tm", "C", "C", "S", "C", "C", "S", "C", "C", "S", "C", "C", "S", "H", "H", "H", "H", "H", "H", "H", "H", "H", "H", "H", "H", "H", "H", "H", "H", "C", "C", "N", "N", "C", "N", "S", "C", "C", "C", "C", "C", "N", "H", "H", "H", "H", "H", "H", "H", "H", "H", "H", "O", "S", "O", "N", "C", "O", "C", "C", "C", "C", "C", "C", "H", "H", "H", "H"], "positions_angstrom": [[-0.04, -0.79, 0.07], [-3.34, -3.21, 0.29], [-3.44, -2.34, 1.53], [-2.84, -0.63, 1.34], [-3.99, 0.02, 0.07], [-3.61, 1.46, -0.24], [-1.83, 1.66, -0.60], [-1.74, 1.75, -2.41], [-2.19, 0.51, -3.13], [-1.15, -0.94, -2.74], [-2.42, -2.27, -2.84], [-1.97, -3.54, -2.14], [-1.63, -3.35, -0.36], [-3.97, -2.84, -0.51], [-3.66, -4.22, 0.55], [-2.84, -2.74, 2.35], [-4.48, -2.29, 1.86], [-5.00, -0.03, 0.47], [-3.92, -0.61, -0.82], [-3.80, 2.10, 0.62], [-4.18, 1.85, -1.09], [-0.69, 1.98, -2.60], [-2.33, 2.61, -2.72], [-2.12, 0.66, -4.21], [-3.22, 0.25, -2.89], [-2.58, -2.48, -3.90], [-3.35, -1.88, -2.43], [-1.05, -3.92, -2.57], [-2.73, -4.31, -2.24], [4.44, 0.13, 0.98], [3.22, -0.64, 0.60], [2.21, -0.85, 1.36], [2.21, -0.47, 2.66], [1.21, -0.92, 3.46], [1.34, -0.72, 4.76], [-0.15, -1.70, 2.82], [3.14, -1.31, -0.72], [4.28, -1.47, -1.49], [4.22, -2.21, -2.66], [3.01, -2.76, -3.03], [1.91, -2.54, -2.21], [1.95, -1.83, -1.09], [4.28, 0.80, 1.82], [4.75, 0.75, 0.14], [5.26, -0.55, 1.22], [3.03, -0.04, 3.07], [2.15, -0.29, 5.18], [0.61, -1.03, 5.38], [5.22, -1.04, -1.17], [5.10, -2.34, -3.27], [2.91, -3.35, -3.93], [0.95, -2.95, -2.48], [1.21, 5.26, -1.32], [2.00, 4.36, -0.54], [3.38, 4.61, -0.30], [1.82, 2.82, -1.16], [1.20, 2.06, -0.34], [0.91, 0.82, -0.58], [0.79, 2.67, 0.96], [0.06, 2.10, 1.99], [-0.30, 2.90, 3.07], [0.08, 4.24, 3.11], [0.80, 4.81, 2.07], [1.15, 4.00, 1.01], [-0.25, 1.05, 1.96], [-0.87, 2.48, 3.89], [-0.22, 4.85, 3.96], [1.08, 5.86, 2.09]], "multiplicity": 3, "gap_ev": [8.03, 8.04], "total_charge": 2, "lumo_energy_ev": [-6.15, -6.14], "e_above_lowest_kj_mol": 0.0}

***

{"formula": "C23H31AuN6SSe", "method": "the ωB97M-V functional and the def2-TZVPD basis", "elements": ["Au", "C", "C", "N", "N", "C", "N", "S", "C", "C", "C", "C", "C", "N", "H", "H", "H", "H", "H", "H", "H", "H", "H", "C", "C", "C", "C", "N", "C", "Se", "N", "C", "C", "C", "C", "C", "C", "C", "C", "C", "C", "H", "H", "H", "H", "H", "H", "H", "H", "H", "H", "H", "H", "H", "H", "H", "H", "H", "H", "H", "H", "H", "H"], "positions_angstrom": [[-0.27, 3.51, 0.20], [-4.29, 1.73, -0.90], [-2.87, 2.17, -0.77], [-2.49, 2.99, 0.15], [-3.19, 3.54, 1.08], [-2.72, 4.49, 1.86], [-3.55, 5.07, 2.72], [-1.06, 5.01, 1.92], [-1.86, 1.71, -1.71], [-2.14, 0.79, -2.72], [-1.17, 0.46, -3.65], [0.08, 1.06, -3.56], [0.31, 1.94, -2.51], [-0.62, 2.24, -1.61], [-4.90, 2.24, -0.16], [-4.37, 0.66, -0.76], [-4.67, 1.98, -1.89], [-4.52, 4.79, 2.77], [-3.22, 5.79, 3.35], [-3.12, 0.35, -2.79], [-1.39, -0.23, -4.45], [0.85, 0.86, -4.28], [1.27, 2.42, -2.37], [5.41, -1.52, 1.79], [4.17, -0.76, 1.35], [4.24, -0.41, -0.13], [3.15, 0.57, -0.58], [1.83, 0.01, -0.45], [0.91, 0.32, 0.48], [1.08, 1.71, 1.71], [-0.16, -0.51, 0.37], [-1.33, -0.51, 1.22], [-1.03, -1.04, 2.63], [-0.60, -2.51, 2.68], [-1.71, -3.48, 2.30], [0.07, -1.37, -0.68], [-0.69, -2.39, -1.24], [-0.15, -3.06, -2.31], [1.10, -2.73, -2.83], [1.87, -1.72, -2.30], [1.34, -1.04, -1.20], [5.35, -1.78, 2.84], [6.31, -0.93, 1.63], [5.52, -2.44, 1.21], [4.09, 0.16, 1.95], [3.28, -1.36, 1.56], [4.17, -1.33, -0.72], [5.20, 0.06, -0.35], [3.31, 0.85, -1.62], [3.20, 1.47, 0.05], [-2.08, -1.13, 0.75], [-1.71, 0.52, 1.29], [-1.94, -0.91, 3.22], [-0.25, -0.42, 3.09], [-0.29, -2.71, 3.70], [0.27, -2.66, 2.04], [-2.62, -3.27, 2.86], [-1.40, -4.50, 2.53], [-1.94, -3.45, 1.24], [-1.66, -2.66, -0.84], [-0.71, -3.86, -2.76], [1.48, -3.29, -3.68], [2.84, -1.47, -2.70]], "multiplicity": 1, "gap_ev": [4.84, 4.84], "total_charge": 2, "lumo_energy_ev": [-9.39, -9.39], "e_above_lowest_kj_mol": 181.7}

***

{"formula": "C23H31BFNO11S", "method": "the ωB97M-V functional and the def2-TZVPD basis", "elements": ["C", "C", "O", "O", "C", "O", "C", "C", "C", "O", "C", "C", "C", "C", "C", "C", "C", "C", "C", "O", "N", "C", "B", "O", "O", "C", "S", "O", "O", "F", "C", "C", "C", "C", "O", "H", "H", "H", "H", "H", "H", "H", "H", "H", "H", "H", "H", "H", "H", "H", "H", "H", "H", "H", "H", "H", "H", "H", "H", "H", "H", "C", "C", "O", "H", "H", "H", "H", "H"], "positions_angstrom": [[-3.82, 1.71, 1.12], [-2.38, 2.17, 0.87], [-1.66, 1.95, 2.12], [-0.31, 1.82, 1.73], [0.22, 0.68, 2.25], [-0.10, 0.28, 3.35], [1.23, -0.03, 1.38], [0.96, -1.30, 0.87], [-0.37, -1.90, 1.28], [-1.00, -2.75, 0.35], [-1.91, -2.13, -0.49], [-2.70, -2.99, -1.24], [-3.63, -2.54, -2.15], [-3.82, -1.16, -2.31], [-3.03, -0.31, -1.58], [-2.08, -0.78, -0.69], [1.94, -1.89, 0.07], [1.63, -3.27, -0.51], [1.57, -4.38, 0.59], [0.41, -5.15, 0.56], [3.10, -1.27, -0.18], [4.15, -1.95, -0.98], [4.08, -1.63, -2.55], [5.02, -2.15, -3.39], [3.10, -0.79, -3.07], [3.36, -0.02, 0.29], [4.85, 0.89, -0.06], [5.48, 1.10, 1.19], [5.67, 0.35, -1.07], [4.29, 2.23, -0.64], [2.45, 0.62, 1.10], [2.65, 1.98, 1.73], [2.87, 1.75, 3.29], [3.52, 3.04, 4.03], [2.05, 2.46, 4.11], [-4.02, 1.69, 2.20], [-3.90, 0.67, 0.77], [-4.54, 2.34, 0.58], [-1.88, 1.56, 0.12], [-2.34, 3.21, 0.53], [-1.10, -1.15, 1.61], [-0.18, -2.51, 2.18], [-2.56, -4.07, -1.14], [-4.21, -3.26, -2.71], [-4.58, -0.84, -3.01], [-3.20, 0.77, -1.72], [-1.47, -0.08, -0.11], [2.35, -3.59, -1.27], [0.68, -3.17, -1.06], [2.46, -5.01, 0.45], [1.72, -3.88, 1.57], [0.63, -6.04, 0.27], [5.12, -1.71, -0.53], [4.10, -3.04, -0.84], [4.59, -2.23, -4.25], [2.24, -1.10, -2.74], [3.58, 2.48, 1.50], [1.81, 2.67, 1.64], [3.20, 0.76, 3.63], [3.33, 3.48, 5.02], [4.28, 2.30, 4.47], [-6.19, 4.63, -2.18], [-4.75, 4.13, -2.45], [-4.54, 2.98, -1.77], [-6.35, 4.83, -1.11], [-6.38, 5.56, -2.72], [-6.94, 3.89, -2.50], [-4.10, 5.00, -2.20], [-4.67, 4.08, -3.56]], "multiplicity": 1, "gap_ev": 1.75, "lumo_energy_ev": -3.07}

***

{"formula": "C23H31BO2S2", "method": "the ωB97M-V functional and the def2-TZVPD basis", "elements": ["C", "C", "C", "C", "C", "C", "O", "B", "C", "C", "C", "C", "C", "C", "C", "C", "C", "C", "C", "C", "C", "O", "H", "H", "H", "H", "H", "H", "H", "H", "H", "H", "H", "H", "H", "H", "H", "H", "H", "H", "H", "H", "H", "H", "H", "H", "C", "C", "S", "C", "S", "C", "H", "H", "H", "H", "H", "H", "H"], "positions_angstrom": [[-2.02, -5.90, 1.69], [-1.96, -4.62, 0.87], [-2.53, -4.88, -0.52], [-2.72, -3.43, 1.65], [-3.07, -2.27, 0.71], [-3.99, -3.85, 2.38], [-1.71, -2.96, 2.54], [-0.49, -3.09, 1.82], [0.26, -1.79, 1.14], [0.75, -1.87, -0.15], [1.63, -0.86, -0.60], [2.10, 0.14, 0.26], [1.61, 0.16, 1.57], [0.60, -0.71, 1.96], [0.74, -3.28, 3.16], [1.93, -3.97, 2.65], [3.24, -3.44, 2.76], [4.33, -4.08, 2.20], [4.14, -5.29, 1.51], [2.86, -5.84, 1.35], [1.80, -5.19, 1.94], [-0.63, -4.14, 0.83], [-3.06, -6.27, 1.76], [-1.43, -6.70, 1.20], [-1.65, -5.71, 2.71], [-3.60, -5.13, -0.46], [-2.44, -4.01, -1.19], [-2.06, -5.75, -0.98], [-3.85, -2.55, 0.00], [-3.46, -1.45, 1.32], [-2.19, -1.91, 0.14], [-4.71, -4.22, 1.64], [-3.81, -4.64, 3.12], [-4.42, -2.97, 2.87], [0.46, -2.70, -0.80], [1.96, -0.89, -1.63], [2.78, 0.94, -0.07], [2.01, 0.89, 2.27], [0.09, -0.56, 2.92], [0.99, -2.31, 3.61], [0.14, -3.85, 3.88], [3.37, -2.46, 3.25], [5.33, -3.64, 2.25], [4.97, -5.75, 0.95], [2.68, -6.74, 0.76], [0.78, -5.57, 1.81], [-1.76, 4.73, 0.94], [-0.73, 3.92, 0.16], [-0.63, 2.13, 0.54], [-0.66, 2.03, 2.23], [-2.06, 2.70, 2.92], [-1.82, 4.47, 2.46], [-1.63, 5.80, 0.75], [-2.77, 4.56, 0.51], [-1.01, 3.99, -0.90], [0.32, 4.23, 0.27], [0.18, 1.77, 2.87], [-0.94, 4.80, 3.04], [-2.72, 4.96, 2.84]], "multiplicity": 1, "gap_ev": 2.73, "lumo_energy_ev": -3.64}

***

| no. | E_tot (eV) |
| --- | --- |
| 1 | -132462.8367 |
| 2 | -113153.8188 |
| 3 | -62583.3066 |
| 4 | -50792.6139 |